# 1
A 8-piece molecular cluster, C39H46N8O13 overall at a distorted geometry, computed with wB97M-V/def2-TZVPD.

```
106
Properties=species:S:1:pos:R:3:forces:R:3:lowdin_charge:R:1
H -0.088245 -3.333557 -0.540142 0.57 -1.70 -0.45 0.0308
N -3.078245 0.575443 4.259858 -1.47 3.73 -2.16 -0.1612
C 3.679755 -5.964557 1.831858 3.07 2.17 6.07 0.0315
C 3.959755 -4.997557 4.290858 2.99 -4.66 -6.71 0.0890
C 2.342755 2.524443 -3.353142 1.48 4.68 3.89 -0.0132
H 3.154755 2.142443 -0.269142 -0.98 0.25 0.53 0.0722
H -3.371245 1.558443 2.485858 0.77 -1.09 -3.85 0.0354
H 4.953755 4.309443 -1.688142 -1.46 0.82 -0.11 0.1107
H 6.014755 -7.950557 3.321858 0.53 0.82 1.22 0.0853
O 1.662755 -4.062557 1.532858 -2.54 0.11 -4.52 0.0961
C -2.031245 5.381443 1.789858 4.93 -1.80 -4.58 -0.0372
N -5.214245 -1.347557 -3.969142 2.09 -2.30 2.57 -0.3225
H 3.633755 -6.107557 -2.018142 -1.61 3.41 0.08 0.0495
C 3.333755 -4.802557 2.817858 3.77 -5.49 2.46 -0.0140
C 5.465755 -7.000557 3.374858 -2.58 1.58 1.30 -0.0979
H -1.591245 3.754443 -0.702142 0.13 2.41 -0.59 0.1096
H 3.400755 -4.450557 4.916858 -1.11 1.98 3.08 0.0104
C -3.593245 1.757443 3.442858 -0.10 -3.49 2.48 0.0058
H -0.275245 -1.888557 -2.797142 -0.96 1.73 2.93 0.1498
H 3.905755 -7.475557 -2.786142 0.99 -0.83 -1.58 0.0737
H -2.217245 6.293443 2.092858 -2.14 4.96 0.85 0.0375
H -3.527245 -1.494557 3.849858 -0.47 1.55 1.63 0.1246
H 1.035755 3.254443 4.375858 0.31 -0.08 -2.07 0.1054
H -2.780245 4.708443 -1.450142 -3.84 -0.23 -3.35 0.0239
C -3.551245 0.589443 -4.862142 -4.91 -1.21 1.12 0.0646
H -1.856245 4.907443 2.679858 -0.41 -2.59 1.84 0.0583
C -1.440245 0.495443 -0.256142 0.71 -2.11 2.17 0.0239
H 4.500755 2.642443 1.770858 4.37 -0.44 -0.90 0.0372
C -3.460245 1.934443 -5.469142 0.36 -3.36 1.45 -0.1311
H -0.467245 2.975443 1.947858 -3.21 0.18 0.88 0.0104
O 1.763755 -3.194557 3.483858 0.16 0.12 -0.43 0.0737
H -7.013245 0.619443 -3.941142 -2.37 -0.31 0.72 0.0396
H 5.523755 -6.273557 5.768858 -1.15 0.44 -3.82 0.1413
C 1.403755 3.109443 3.298858 1.46 0.94 -3.45 0.0857
H 0.336755 3.256443 -3.742142 -0.65 0.27 -0.42 0.0488
H -0.960245 5.520443 1.379858 -1.21 -0.24 0.70 0.1199
N -0.922245 0.858443 -2.823142 -1.34 6.24 2.25 -0.3658
H 4.931755 -7.783557 1.381858 -0.33 1.62 1.14 0.1119
H -4.624245 1.880443 3.468858 -1.87 0.06 0.62 0.0752
N -2.729245 4.839443 0.642858 -1.69 -0.37 1.74 -0.1627
N 3.783755 3.355443 4.316858 -0.01 1.71 1.14 -0.3438
H 0.544755 2.226443 -0.055142 -2.15 -0.72 -2.93 0.0092
O 4.953755 2.978443 4.293858 -1.32 0.30 0.25 0.0630
H -4.359245 4.122443 -0.045142 -1.79 -1.33 -1.98 0.1043
H -0.347245 -2.497557 1.703858 -0.93 1.47 -0.94 0.0941
N 0.610755 6.002443 -3.076142 -3.35 0.65 5.02 -0.3262
O -6.291245 -1.577557 -3.413142 1.19 0.47 -1.40 0.0529
H 0.839755 -7.403557 -2.188142 -2.42 -1.43 -3.61 0.0259
O -1.233245 1.697443 4.982858 0.44 0.20 0.15 0.0231
H -4.440245 3.752443 -6.188142 0.11 -1.39 1.14 0.1216
O 1.756755 -9.845557 -0.536142 -3.63 -2.04 1.53 0.0978
H -1.641245 5.774443 -0.793142 0.52 -1.30 -0.40 0.1122
C 4.744755 -6.931557 2.129858 -1.54 1.49 0.59 -0.1041
H -1.357245 0.050443 1.961858 -0.69 1.28 2.72 0.0145
C 3.658755 2.933443 -2.604142 -2.02 2.22 -2.25 -0.0968
H 2.290755 1.461443 -3.369142 -0.82 -0.55 -1.09 0.0672
H -4.813245 -0.507557 3.548858 -0.07 1.15 0.77 0.0945
H -3.147245 2.631443 3.600858 1.92 3.45 1.54 0.0305
N 2.151755 -3.898557 2.564858 3.15 -1.38 4.79 -0.4161
C 5.123755 -6.123557 4.593858 -2.60 1.15 -2.11 -0.0005
C -6.169245 1.031443 -4.348142 6.76 1.94 -4.79 0.0765
C 2.576755 2.471443 0.620858 1.01 -1.22 2.04 -0.0544
N 2.638755 -7.847557 -1.277142 -4.10 1.86 1.17 -0.1405
O -4.604245 4.401443 1.990858 2.56 -0.54 -3.79 -0.0501
C -1.865245 0.678443 4.842858 -0.90 -1.17 -1.17 -0.3664
H -2.836245 -0.169557 -4.430142 -0.08 1.29 -1.51 0.0906
H 3.587755 -9.550557 -0.993142 4.18 -1.58 -0.23 0.0958
H 2.987755 6.227443 -1.343142 -1.10 -2.77 -2.39 0.1729
C 3.911755 4.224443 -2.096142 -2.95 -0.98 -0.07 -0.0887
H -1.531245 -0.359557 4.944858 0.82 -0.17 1.09 0.1336
O -0.560245 5.651443 -3.300142 1.31 -0.22 -1.69 0.0364
H 4.566755 -7.145557 -1.159142 -0.08 -0.28 -0.70 0.0970
O 3.240755 3.993443 5.284858 1.46 -2.13 -2.83 0.0269
C 1.302755 3.538443 -3.401142 3.74 0.46 1.99 0.0422
C 3.005755 3.182443 3.071858 -5.36 -3.08 -1.85 -0.0682
O -0.302245 0.603443 -3.777142 1.83 -3.19 -2.71 0.0899
O -1.340245 2.073443 -2.751142 -0.58 -2.49 1.31 -0.0106
C 1.547755 4.957443 -2.754142 3.38 -3.96 -1.53 -0.1225
C 0.538755 2.995443 2.038858 7.47 -2.30 0.27 0.0005
H -1.992245 1.454443 -0.101142 0.89 -0.75 -0.38 0.0868
H -2.580245 2.272443 -5.950142 1.28 -0.13 0.15 0.0878
H 0.866755 -7.399557 -0.530142 -4.16 -2.60 6.15 -0.0193
C -4.015245 -0.503557 4.305858 2.47 -3.11 -3.23 -0.0717
C -0.490245 -2.389557 -0.418142 -1.38 7.28 -1.89 -0.0237
C -0.601245 -1.371557 -1.732142 0.45 -1.15 0.94 0.0917
H -6.667245 3.098443 -5.314142 -1.41 0.84 0.23 0.0411
C 3.680755 -7.098557 -1.836142 3.35 -3.10 1.42 -0.1121
C 2.751755 5.211443 -2.018142 1.71 0.76 0.19 0.0221
C -2.148245 4.785443 -0.705142 4.40 -0.80 4.79 -0.0171
C -5.923245 2.413443 -5.064142 4.59 -4.56 1.37 0.0291
H -4.258245 -0.580557 5.300858 -1.49 -1.02 2.00 0.0570
C -3.954245 4.358443 0.871858 -1.38 1.81 4.72 -0.2806
H 4.580755 2.378443 -2.680142 -0.31 -0.95 0.01 0.0817
C -0.692245 -1.815557 0.849858 -0.22 1.81 -0.37 -0.0557
C 1.151755 2.468443 0.698858 4.37 3.49 7.21 -0.0156
C -0.993245 0.058443 -1.634142 -0.06 -5.42 3.69 -0.1564
H 1.028755 -5.847557 -1.286142 2.05 -3.49 -0.21 0.1714
O 0.793755 7.101443 -2.530142 1.10 -0.39 -1.69 0.0452
C 1.262755 -7.132557 -1.339142 5.39 4.89 -1.82 0.0193
C -1.224245 -0.343557 1.041858 1.54 -2.98 -9.09 0.0469
H 3.235755 -6.060557 0.939858 -1.87 -0.03 -3.13 0.0171
C 2.662755 -9.193557 -0.853142 0.09 5.23 -2.15 -0.3479
O -4.234245 -2.215557 -3.886142 -2.94 3.45 -1.13 -0.0068
C -4.999245 0.017443 -4.493142 1.37 5.60 -0.30 -0.0605
C 3.512755 2.618443 1.800858 -7.47 2.99 1.84 0.0394
C -4.492245 2.796443 -5.572142 -6.02 -0.35 0.39 -0.0793
```
Forces are in eV/Å.

Net charge   0
Kohn-Sham gap   7.7169 eV
SMILES string   O=[N+]([O-])c1ccccc1.O=[N+]([O-])c1ccccc1.O=[N+]([O-])c1ccccc1.O=[N+]([O-])c1ccccc1.O=[N+]([O-])c1ccccc1.CN(C)C=O.CN(C)C=O.CN(C)C=O

=====

# 2
C6H8N as an isolated structure at a distorted geometry, computed with wB97M-V/def2-TZVPD.

```
15
Properties=species:S:1:pos:R:3:forces:R:3:nbo_charge:R:1
C 0.766516 -1.185445 0.873085 0.17 1.40 -2.16 0.0386
N -0.629412 -1.132132 1.025111 -0.08 -1.18 0.39 -0.3253
H 1.362609 -1.745380 1.507620 1.06 -0.98 1.14 0.2524
H -0.518586 -0.387918 -1.392035 0.32 1.82 0.69 0.2679
H -2.247521 -1.756431 2.029282 -2.78 1.02 0.52 0.2200
H -1.059473 -3.023260 1.849549 1.04 -0.10 -0.03 0.2339
C -1.333468 -2.003039 1.661075 1.35 0.48 -1.16 0.0756
H 1.982330 0.197523 -0.128557 4.27 1.83 -0.53 0.2436
C 1.094534 -0.202711 -0.000011 -4.26 -2.51 1.15 -0.0365
H 0.464635 2.610778 -0.335019 0.14 -1.42 -0.34 0.2446
C 0.171350 1.869689 -1.136706 -0.98 -1.07 5.22 -0.5903
H -0.701574 2.274066 -1.409413 -3.30 1.51 -1.76 0.2370
C -0.156374 0.434208 -0.654871 0.99 -1.21 -1.66 -0.3451
H 0.843918 1.870079 -1.855887 3.06 -0.04 -3.52 0.2235
C -0.628330 0.284299 0.685582 -1.00 0.46 2.05 0.2601
```
Forces are in eV/Å.

Net charge   +1
Kohn-Sham gap (spin up / spin down)   8.6105 / 8.6099 eV

=====

# 3
A 2-piece molecular cluster, C4H11NO overall at a distorted geometry, computed with wB97M-V/def2-TZVPD.

```
17
Properties=species:S:1:pos:R:3:forces:R:3:nbo_charge:R:1
O 4.567560 0.274729 -3.626374 -1.11 1.86 -1.03 -0.9248
H -2.748472 -0.967664 -0.116519 -0.22 -0.95 0.84 0.2276
C -1.114894 0.368284 -0.358926 1.04 0.24 1.11 -0.4313
C -1.222586 -0.885898 1.745677 0.77 -2.57 -1.53 -0.2360
C 0.290341 0.232473 0.374525 -3.75 -0.11 -0.32 -0.2177
H 4.702689 -0.054683 -2.767024 0.52 -1.04 1.67 0.4611
N -0.037332 0.030372 1.748150 -0.11 -1.62 0.65 -0.6031
H -2.769104 0.388599 1.099092 0.23 -0.80 -1.08 0.1896
H -1.722853 -1.098330 2.703964 0.26 0.88 -0.25 0.2155
C -2.140230 -0.393294 0.573267 0.79 1.89 0.35 -0.4440
H -0.836534 -1.961542 1.468448 -0.27 1.96 0.39 0.1815
H 0.759379 1.134672 0.201497 1.64 1.71 -0.09 0.1909
H 4.032223 1.078381 -3.417280 0.59 -0.83 -0.64 0.4637
H -0.854364 0.054906 -1.403088 -1.43 0.39 0.66 0.2142
H -1.447182 1.403767 -0.175669 0.54 -0.06 -1.29 0.1973
H 0.785982 -0.570899 -0.021493 1.54 -2.01 -1.01 0.1735
H -0.244620 0.966124 1.971759 -1.03 1.04 1.57 0.3420
```
Forces are in eV/Å.

Net charge   0
Kohn-Sham gap   9.7209 eV
SMILES string   C1CCNC1.O

=====

Table of energy above the lowest of the compared OMol25 structures with the same formula, charge and spin (kJ/mol), in record order: 1976.3; 674.2; 214.8